# 1
Entry from OMol25: the ion C2H5N2O with charge +1 at a distorted geometry (the ωB97M-V functional and the def2-TZVPD basis).

For the max |F|, the calculation gives 3.4 eV/A. As for the total charge: +1. The value obtained for the HOMO-LUMO gap (spin up / spin down) is 0.3315 / 0.3315 Eh. For the total energy, the calculation gives -7171.467 eV. The energy above the lowest of the compared OMol25 structures with the same formula, charge and spin comes out at 440.5 kJ/mol.

Cartesian coordinates (Å):
O  1.398  -2.850  0.083
N  0.391  0.196  0.008
N  0.498  -2.103  0.319
C  -0.022  -0.979  -0.364
C  -0.530  1.444  0.074
H  0.015  2.207  0.687
H  1.416  0.320  0.302
H  -1.428  1.078  0.638
H  -0.802  1.868  -0.940
H  -0.937  -1.180  -0.806

# 2
Entry from OMol25: a structure of composition C5H26O8 at a distorted geometry (the ωB97M-V functional and the def2-TZVPD basis).

For the max |F|, the calculation gives 11.0 eV/A. The value obtained for the HOMO-LUMO gap is 0.3029 Eh. For the total energy, the calculation gives -21975.732 eV. The energy above the lowest of the compared OMol25 structures with the same formula, charge and spin comes out at 1216.1 kJ/mol.

Cartesian coordinates (Å):
O  -0.389  3.406  1.062
O  -0.631  -1.134  2.098
O  1.494  -2.050  0.731
O  -0.389  -0.819  -2.451
O  -0.563  2.563  -0.945
O  0.310  -0.853  -0.167
O  -2.234  0.191  0.940
O  3.995  0.258  -0.856
C  2.896  0.383  -0.028
C  -1.418  -1.617  -1.960
C  -3.044  1.205  1.525
C  1.972  -2.618  -0.412
C  -0.018  0.495  -0.037
H  -1.506  2.618  -1.102
H  -3.975  0.693  1.766
H  2.754  -3.333  -0.154
H  -0.726  -0.074  -2.953
H  -0.899  -1.986  1.754
H  -2.118  -1.002  -1.394
H  0.427  2.905  1.064
H  -3.351  1.966  0.807
H  0.307  0.962  0.892
H  -1.090  0.692  -0.026
H  -2.039  -2.090  -2.720
H  0.756  -1.484  0.492
H  4.701  -0.145  -0.345
H  -0.997  -2.423  -1.360
H  3.014  1.222  0.658
H  -0.007  -1.183  -1.011
H  2.215  0.516  -0.869
H  -2.688  1.664  2.447
H  1.214  -3.311  -0.775
H  2.331  -1.877  -1.126
H  -0.618  -0.559  1.333
H  -0.628  3.477  1.986
H  -0.423  3.068  -0.144
H  -1.806  -0.160  1.724
H  0.496  1.037  -0.830
H  2.674  -0.601  0.385

# 3
Entry from OMol25: the molecule C5H8 at a distorted geometry (the ωB97M-V functional and the def2-TZVPD basis).

For the max |F|, the calculation gives 1.1 eV/A. The value obtained for the HOMO-LUMO gap is 0.4309 Eh. For the total energy, the calculation gives -5311.999 eV. The energy above the lowest of the compared OMol25 structures with the same formula, charge and spin comes out at 209.2 kJ/mol.

Cartesian coordinates (Å):
C  0.518  0.066  0.817
C  0.959  -0.101  -0.760
C  -0.423  1.142  0.261
C  -0.476  -1.049  0.481
C  -0.574  -0.054  -0.703
H  -1.282  -0.125  -1.530
H  0.044  -1.992  0.266
H  -1.347  -1.239  1.114
H  1.431  0.743  -1.282
H  -1.286  1.488  0.835
H  0.960  0.166  1.825
H  0.135  1.999  -0.141
H  1.341  -1.043  -1.183

# 4
Entry from OMol25: a cluster of 12 separate species, C38H57BF13N15OP in total (the ωB97M-V functional and the def2-TZVPD basis).

For the max |F|, the calculation gives 0.8 eV/A. As for the total charge: +1. The value obtained for the HOMO-LUMO gap is 0.2638 Eh. For the total energy, the calculation gives -110012.773 eV.

Cartesian coordinates (Å):
P  4.231  3.298  -0.402
F  -1.820  2.960  2.497
F  0.398  -0.489  3.158
F  1.571  -0.625  -0.778
F  -1.924  0.652  3.724
F  1.805  -2.327  2.200
F  2.707  -2.611  0.219
F  -0.274  -2.289  0.611
F  -0.645  2.209  0.856
F  0.167  2.202  2.874
F  -1.405  -1.654  2.664
F  -2.637  0.472  1.646
F  -0.848  -0.279  -0.049
F  1.665  0.594  1.038
O  5.862  2.729  1.934
N  -4.102  -7.052  -7.836
N  -6.810  -4.860  -4.617
N  6.772  7.875  5.422
N  3.208  3.642  0.727
N  6.279  0.478  2.931
N  3.861  3.531  5.290
N  7.791  1.384  0.254
N  -10.785  -7.750  0.533
N  -6.637  -2.177  -9.508
N  -5.735  -4.843  1.060
N  6.414  0.667  -1.679
N  -3.706  5.111  5.805
N  -1.096  -3.124  -4.761
N  -4.706  5.801  0.197
N  -5.030  1.606  -3.362
C  -5.611  4.809  -2.029
C  -3.946  -3.254  2.077
C  4.797  -0.787  0.587
C  -4.168  4.796  4.803
C  -4.480  1.389  -2.379
C  -5.108  5.406  -0.802
C  1.409  -0.660  0.575
C  3.744  -1.059  1.685
C  2.444  -1.677  1.182
C  -4.754  4.370  3.542
C  -0.935  2.049  2.144
C  -6.159  -4.197  -7.941
C  6.772  0.478  -0.244
C  5.423  0.902  4.079
C  -6.754  -4.615  -3.498
C  5.722  7.446  5.595
C  -3.822  1.162  -1.100
C  -1.541  0.641  2.421
C  -6.426  -3.068  -8.818
C  8.081  2.659  -0.428
C  -0.627  -0.616  2.281
C  1.496  3.091  6.286
C  8.572  3.737  0.544
C  2.819  3.331  5.730
C  -8.636  -7.083  -0.772
C  -0.093  -0.976  0.841
C  5.257  1.199  -1.845
C  -4.829  -7.546  -8.572
C  -6.680  -4.257  -2.092
C  -3.298  -4.164  -5.679
C  5.392  0.647  0.461
C  -5.755  -8.165  -9.508
C  4.565  1.462  -0.586
C  -4.953  -4.134  1.507
C  -2.066  -3.585  -5.166
C  -9.838  -7.456  -0.043
C  7.694  0.660  3.297
C  4.399  6.885  5.818
B  5.860  1.356  1.832
H  -6.416  -5.115  -1.478
H  -3.143  0.315  -1.162
H  4.192  6.795  6.883
H  -5.566  5.511  -2.859
H  -3.251  2.045  -0.814
H  3.511  -0.185  2.283
H  4.863  1.412  -2.835
H  1.118  3.998  6.756
H  -3.895  -4.569  -4.863
H  9.426  4.275  0.139
H  5.880  1.731  4.620
H  -5.015  3.937  -2.291
H  -3.757  -3.486  3.123
H  -7.629  -3.863  -1.734
H  5.473  3.940  -0.376
H  3.534  1.114  -0.718
H  8.025  1.702  3.212
H  0.808  2.792  5.501
H  -6.245  -3.916  -6.894
H  3.635  7.523  5.376
H  -3.891  -3.408  -6.189
H  1.543  2.303  7.036
H  -5.213  -8.567  -10.362
H  5.001  3.116  2.144
H  -4.558  0.965  -0.323
H  4.388  -1.091  -0.383
H  -4.264  3.468  3.196
H  7.843  0.348  4.332
H  -8.224  -7.945  -1.294
H  4.330  5.896  5.371
H  -3.017  -3.379  1.522
H  3.740  3.511  -1.700
H  7.058  0.420  -2.420
H  -4.256  -2.213  2.004
H  3.549  4.373  1.344
H  -3.087  -4.978  -6.373
H  -4.643  5.138  2.777
H  -6.644  4.488  -1.908
H  7.172  3.005  -0.919
H  8.860  3.277  1.490
H  -7.880  -6.699  -0.087
H  8.338  0.042  2.668
H  -5.816  4.161  3.664
H  -5.158  -4.593  -8.106
H  -6.474  -7.430  -9.867
H  8.656  0.866  0.340
H  4.440  1.246  3.745
H  4.140  -1.804  2.379
H  -6.295  -8.975  -9.022
H  7.780  4.449  0.778
H  5.264  0.059  4.752
H  8.825  2.505  -1.214
H  -6.868  -5.003  -8.120
H  -8.866  -6.316  -1.510
H  -5.919  -3.492  -1.942
H  7.168  -0.531  -0.132
H  5.625  -1.471  0.778

# 5
Entry from OMol25: the ion C9H14NS with charge +1 at a distorted geometry (the ωB97M-V functional and the def2-TZVPD basis).

For the max |F|, the calculation gives 3.7 eV/A. As for the total charge: +1. The value obtained for the HOMO-LUMO gap (spin up / spin down) is 0.2925 / 0.2937 Eh. For the total energy, the calculation gives -21873.606 eV. The energy above the lowest of the compared OMol25 structures with the same formula, charge and spin comes out at 442.8 kJ/mol.

Cartesian coordinates (Å):
S  0.445  3.648  0.228
N  -0.737  -1.157  0.570
C  -0.484  -0.130  1.682
C  0.300  -1.181  -0.439
C  -0.719  1.259  1.109
C  1.259  1.413  -0.685
C  0.298  1.870  0.128
C  -0.145  -1.685  -1.783
C  1.695  3.630  -0.988
C  2.033  2.354  -1.311
C  -1.094  -2.545  0.950
H  -1.562  -0.761  0.106
H  0.627  -0.102  1.921
H  -1.319  -3.408  0.254
H  -0.937  1.965  1.910
H  -1.916  -2.505  1.677
H  -1.724  1.165  0.638
H  1.319  -1.372  -0.026
H  -1.175  -0.410  2.522
H  1.986  4.545  -1.526
H  -0.366  -2.779  -1.750
H  0.683  -1.622  -2.434
H  2.830  2.051  -2.063
H  -0.335  -3.061  1.571
H  -0.962  -1.181  -2.262